Entry from the OMol25 dataset: a molecular structure, C31H52BrN5P2Pt in a non-equilibrium geometry (the ωB97M-V functional and the def2-TZVPD basis).

Last column: Mulliken spin population.
Element x y z (Å)
N: -4.982 2.016 -3.894  0.77
C: -4.977 2.339 -2.603  0.01
C: -3.845 2.156 -1.798  0.09
C: -2.713 1.525 -2.353  -0.04
C: -2.739 1.163 -3.701  0.07
C: -3.897 1.465 -4.445  0.01
C: -1.500 1.286 -1.484  0.08
Pt: -0.142 -0.146 -1.528  0.42
P: 2.243 -0.437 -0.869  -0.08
C: -0.194 1.804 -1.980  0.14
C: 0.912 2.415 -1.156  0.04
C: 2.110 2.659 -1.866  0.10
C: 3.270 2.917 -1.157  0.08
C: 3.289 3.128 0.243  0.06
C: 1.960 3.225 0.854  0.03
C: 0.807 2.794 0.197  0.19
Br: 3.361 1.448 1.821  0.59
H: -1.826 1.505 -0.456  0.00
H: -0.335 2.216 -3.013  0.00
H: -3.834 2.614 -0.808  0.01
H: -1.866 0.772 -4.213  0.01
H: -5.877 2.768 -2.153  0.03
H: -3.946 1.247 -5.515  0.03
H: 2.032 2.749 -2.964  0.00
H: -0.170 2.774 0.695  0.02
H: 4.203 3.024 -1.690  0.00
H: 1.889 3.748 1.811  0.00
P: -1.167 -2.203 -1.473  0.21
C: 4.090 -0.080 -0.979  0.00
C: 4.852 0.526 -2.073  0.00
H: 4.390 0.374 0.010  0.02
H: 4.244 3.385 0.704  0.00
H: 5.468 1.323 -1.655  0.00
H: 5.549 -0.174 -2.591  0.00
H: 4.223 0.994 -2.861  0.00
C: 2.174 -0.916 -2.664  0.01
C: 3.279 -0.858 -3.697  0.00
H: 1.355 -0.268 -3.087  -0.01
H: 1.885 -1.978 -2.612  -0.02
H: 2.967 -1.359 -4.629  0.00
H: 3.424 0.160 -4.077  0.00
H: 4.201 -1.307 -3.309  0.00
C: 3.025 -2.130 0.054  0.00
C: 4.008 -2.003 1.228  0.02
H: 3.525 -2.669 -0.772  0.00
H: 2.149 -2.715 0.365  0.00
H: 3.555 -1.603 2.154  0.00
H: 4.412 -2.998 1.501  0.00
H: 4.847 -1.339 0.971  -0.01
C: -0.797 -2.695 0.246  0.03
C: -1.143 -4.146 0.558  0.03
H: -1.338 -2.000 0.908  -0.01
H: 0.272 -2.485 0.410  -0.01
H: -2.166 -4.392 0.252  0.00
H: -0.453 -4.837 0.059  0.00
H: -1.081 -4.325 1.638  0.00
C: -0.319 -3.429 -2.583  0.04
C: -0.978 -3.666 -3.944  0.00
H: -0.180 -4.352 -1.995  0.00
H: 0.686 -3.061 -2.806  0.00
H: -1.920 -4.219 -3.844  0.00
H: -1.152 -2.721 -4.489  0.00
H: -0.294 -4.283 -4.543  0.00
C: -2.941 -2.515 -1.893  0.00
C: -3.995 -1.626 -1.240  0.00
H: -3.160 -3.583 -1.685  0.00
H: -3.013 -2.389 -2.987  0.00
H: -4.981 -2.065 -1.449  0.00
H: -3.887 -1.574 -0.149  0.00
H: -3.979 -0.612 -1.664  0.00
C: -1.620 2.304 3.569  -0.01
N: -0.389 1.492 3.430  0.07
C: -0.758 0.067 3.576  0.00
N: -1.391 -0.204 4.891  0.09
C: -2.612 0.649 4.997  -0.01
N: -2.283 2.080 4.877  0.22
C: -1.313 2.447 5.945  -0.01
N: -0.079 1.635 5.868  0.62
C: 0.535 1.862 4.527  0.00
C: -0.463 0.197 5.967  0.00
H: -2.324 2.013 2.773  0.01
H: -1.341 3.369 3.478  0.00
H: 0.152 -0.549 3.476  0.00
H: -1.480 -0.180 2.777  0.00
H: -3.076 0.465 5.979  0.00
H: -3.296 0.379 4.178  0.01
H: -1.041 3.507 5.821  0.00
H: -1.801 2.295 6.919  0.00
H: 1.456 1.267 4.410  0.00
H: 0.770 2.934 4.425  0.00
H: -0.966 0.022 6.930  0.00
H: 0.451 -0.411 5.903  0.01

Atoms 1-6, force components in eV/Å:
N 3.5 -0.9 2.3
C -1.5 0.8 0.3
C 0.4 -0.1 -1.1
C 0.2 -0.3 0.1
C -1.1 0.9 0.1
C -0.6 -0.3 -1.6

The HOMO-LUMO gap (alpha / beta) is 0.180 / 0.175 Ha. The LUMO energy (alpha / beta) is -12.7 / -14.3 eV. The expectation value of S² is 6.03. As for the net charge: +4. The calculation puts the molar mass at 831.72 g mol⁻¹. Its relative energy (zero: lowest compared OMol25 entry of this formula, charge and spin) is 127.2 kcal/mol. The total energy comes out at -4860.38128 hartree. Its spin multiplicity is 5.